#1
{"formula": "C6H14N3", "method": "wB97M-V/def2-TZVPD", "charge": 1, "elements": ["C", "C", "C", "C", "C", "C", "N", "N", "N", "H", "H", "H", "H", "H", "H", "H", "H", "H", "H", "H", "H", "H", "H"], "positions_angstrom": [[2.06220, 1.85231, -0.64796], [0.07289, 1.23229, -1.49196], [0.79039, -1.72624, 0.79213], [-0.59845, 0.25131, 1.43658], [-1.28581, -1.21675, -0.51107], [-0.12509, -0.62639, 0.27481], [1.84931, 0.69166, -0.12747], [1.09799, 2.25152, -1.48698], [0.69727, 0.18957, -0.65190], [2.92474, 2.44196, -0.40482], [-0.84592, 1.59639, -1.00179], [-0.17497, 0.89387, -2.50289], [1.65445, -1.30691, 1.29883], [0.26084, -2.38644, 1.47237], [1.14491, -2.31464, -0.06154], [-1.17710, -0.35732, 2.12571], [-1.23164, 1.07007, 1.10022], [0.25860, 0.65594, 1.97140], [-0.90245, -1.75853, -1.37834], [-1.82707, -1.92393, 0.11115], [-1.99059, -0.46333, -0.85282], [1.09007, 3.07146, -2.06451], [1.16229, -1.20191, -1.60176]]}

=====

#2
{"formula": "C6H14N3", "method": "wB97M-V/def2-TZVPD", "smiles": "C/C=N\\[C@@H](C)NC(C)=[NH2+]", "charge": 1, "elements": ["C", "C", "N", "C", "C", "N", "C", "C", "N", "H", "H", "H", "H", "H", "H", "H", "H", "H", "H", "H", "H", "H", "H"], "positions_angstrom": [[-3.24220, 0.18810, 0.83939], [-2.14557, 1.01739, 0.24172], [-0.94326, 0.70372, 0.00341], [-0.35247, -0.57521, 0.28990], [-0.52268, -1.56851, -1.07296], [1.07664, -0.48729, 0.37512], [1.89644, 0.40851, -0.15121], [3.26732, 0.41451, 0.19449], [1.41252, 1.31455, -0.96411], [-4.12828, 0.75613, 1.07725], [-2.95346, -0.14050, 1.98049], [-3.33228, -0.81534, 0.33345], [-2.45067, 2.02955, -0.01868], [-0.78170, -0.93707, 1.23097], [0.04368, -1.12230, -1.91070], [-1.57613, -1.55033, -1.41119], [-0.09474, -2.56560, -0.75895], [1.46834, -1.09573, 1.15925], [3.18198, 0.35473, 1.22191], [3.94542, 1.14316, -0.02973], [3.77183, -0.58187, 0.04836], [2.05528, 1.85068, -1.51851], [0.40398, 1.25872, -1.15966]]}

=====

Winner for stability: #2